(1)
Molecular formula: C8H16Cl8
Method: DFT, wB97M-V/def2-TZVPD

```
32
Properties=species:S:1:pos:R:3:forces:R:3:mulliken_charge:R:1
Cl -1.744912 -0.286837 0.156324 -5.98 -1.95 2.96 -0.1588
C -3.105552 -0.989437 -0.750566 -1.25 -0.10 -0.60 -0.5772
C -4.440682 -0.202127 -0.682806 1.72 -0.52 1.30 -0.4314
Cl -5.560832 -1.039387 -1.716296 -0.65 -0.23 -0.64 -0.1948
H -3.126252 -2.059627 -0.544716 -0.59 0.22 0.69 0.5832
H -2.869472 -1.039077 -1.813536 0.20 0.94 0.53 0.2575
H -4.224082 0.803943 -1.041996 -0.39 -0.02 0.07 0.2966
H -4.849932 -0.212567 0.327394 0.01 0.31 -0.11 0.3159
Cl 1.101748 1.568883 -1.757876 0.58 0.45 -0.88 -0.1791
C 0.222828 0.645763 -0.551456 3.92 1.22 0.40 -0.5559
C 1.251818 -0.092977 0.394684 -2.78 -2.48 -2.39 -0.3455
Cl 1.971948 -1.513907 -0.283656 1.25 -1.10 0.61 -0.2861
H -0.520152 -0.021867 -0.987726 2.59 1.85 -0.33 -0.4315
H -0.297642 1.381923 0.061144 0.19 0.07 -0.25 0.6852
H 0.624878 -0.462187 1.206304 0.29 -0.04 0.27 0.4351
H 2.049268 0.516693 0.819514 0.14 -3.08 -3.03 0.2610
Cl 1.104038 3.442573 4.432764 0.47 -0.56 -0.14 -0.1895
C 2.570668 2.356393 4.174624 -1.54 0.40 2.45 -0.5530
C 2.985268 2.363273 2.782324 0.20 0.79 -0.87 -0.3521
Cl 1.667618 1.660793 1.709914 1.65 7.10 5.94 -0.1125
H 2.314028 1.368563 4.557264 -0.29 0.00 -0.30 0.3068
H 3.242068 2.760873 4.932064 0.57 0.07 -0.62 0.3477
H 3.889698 1.764423 2.675104 -0.24 -0.33 -0.29 0.2926
H 3.244748 3.371433 2.459244 -0.32 -0.06 -0.23 0.2990
Cl 1.063268 -1.573537 -4.515646 -0.05 -0.58 0.23 -0.2210
C 1.036738 -2.261737 -2.834766 -0.51 1.34 -0.53 -0.5532
C -0.280602 -1.812367 -2.140276 1.00 -0.71 0.68 -0.5077
Cl -1.756522 -2.468197 -2.797206 0.23 -1.52 -1.73 -0.2402
H 1.896248 -1.789167 -2.359366 -0.62 -0.07 -0.57 0.2283
H 1.250198 -3.330457 -2.815606 -0.61 -0.02 -0.34 0.4623
H -0.437422 -0.742337 -2.004076 0.61 -0.77 -2.01 0.5276
H -0.273012 -2.107717 -1.091086 0.20 -0.62 -0.27 0.5907
```
Forces are in eV/Å.

Values from the calculation:
Gap between HOMO and LUMO, eV: 9.416
HOMO, eV: -9.18
F_max, Eh/bohr: 0.1828
E_tot, a.u.: -3995.691086
Energy relative to the best compared isomer or geometry (same formula, charge and spin), kJ/mol: 749.8

---

(2)
Molecular formula: C8H16Cl8
Method: DFT, wB97M-V/def2-TZVPD

```
32
Properties=species:S:1:pos:R:3:forces:R:3:mulliken_charge:R:1
Cl 0.045902 1.073022 0.909455 -0.25 0.45 -0.02 -0.1593
C -0.895318 -0.428030 0.660190 0.89 -0.02 -0.38 -0.2484
C -0.348806 -1.418396 1.660225 0.42 -0.76 0.43 -0.5183
Cl -0.216702 -3.087423 0.906027 -0.47 0.63 0.54 -0.2189
H -0.618239 -0.793653 -0.328568 -0.30 0.26 -0.07 0.2742
H -1.954698 -0.177449 0.715268 0.18 -0.25 0.14 0.1572
H -0.881716 -1.416158 2.611064 -0.34 -0.49 -0.26 0.3942
H 0.682899 -1.209052 1.942793 -0.12 0.22 -0.39 0.3157
Cl 3.619062 -3.176159 -1.609242 1.00 -2.69 -0.40 -0.2054
C 2.983772 -1.679061 -1.165972 0.73 2.17 0.56 0.0878
C 3.058924 -0.791926 -2.418908 -0.55 -1.29 0.08 -0.5027
Cl 2.092940 0.614120 -2.101532 -0.63 1.03 -0.21 -0.1558
H 3.625715 -1.257377 -0.392538 -0.04 0.06 0.09 0.2862
H 2.006653 -1.820422 -0.704077 -0.20 0.29 -0.59 -0.1412
H 2.669457 -1.436012 -3.207303 -0.53 0.54 -0.27 0.3079
H 4.034556 -0.484497 -2.795369 0.20 -0.14 0.76 0.3326
Cl -7.086663 -1.449647 0.412687 -0.57 0.29 0.80 -0.1606
C -5.464609 -1.978906 0.059927 0.93 -0.04 -2.13 -0.0859
C -5.416023 -2.123608 -1.505252 -0.07 -0.17 0.52 -0.5451
Cl -5.503250 -0.539748 -2.333016 0.08 0.14 0.21 -0.1741
H -5.227611 -2.907163 0.579808 -0.23 -0.05 -0.21 0.2953
H -4.709548 -1.238829 0.325001 -0.31 0.15 0.28 0.0237
H -6.304701 -2.650547 -1.852670 0.23 -0.19 0.13 0.3342
H -4.514582 -2.584976 -1.908551 -0.04 -0.15 0.41 0.3175
Cl 2.870585 4.908784 -0.430566 -0.29 -0.31 0.12 -0.1726
C 2.699186 3.695913 0.889700 0.58 -0.32 -0.01 -0.1993
C 3.194004 4.329174 2.196167 -0.19 0.29 -1.01 -0.3586
Cl 4.883694 4.896796 2.019929 -0.05 -0.03 0.14 -0.1863
H 3.268965 2.820250 0.578781 0.06 0.11 0.09 0.2931
H 1.648802 3.408235 0.934874 0.05 0.22 0.17 -0.0105
H 3.214711 3.702253 3.087581 -0.49 -0.08 -0.31 0.3255
H 2.542639 5.200492 2.264086 0.31 0.11 0.78 0.2981
```
Forces are in eV/Å.

Values from the calculation:
Gap between HOMO and LUMO, eV: 10.897
HOMO, eV: -10.60
F_max, Eh/bohr: 0.0563
E_tot, a.u.: -3995.933390
Energy relative to the best compared isomer or geometry (same formula, charge and spin), kJ/mol: 113.6

---

(3)
Molecular formula: C8H16CoF6N4O4S2
Method: DFT, wB97M-V/def2-TZVPD

```
41
Properties=species:S:1:pos:R:3:forces:R:3:mulliken_charge:R:1
Co 0.396647 -0.302518 1.029906 0.45 0.27 0.44 0.7029
N -0.939449 0.677039 -3.668412 0.01 -0.02 -0.05 -0.0669
C -0.356882 0.013174 -2.432249 -0.02 0.08 0.03 0.5591
C -1.090034 -1.305192 -2.190298 0.02 -0.06 -0.06 -1.2727
C -0.425147 -2.199957 -1.141759 0.04 0.09 0.04 0.2991
N -0.627524 -1.703824 0.272291 -0.02 -0.10 0.25 -0.3872
C 1.057620 -2.413888 -1.425540 -0.01 0.07 0.04 -1.4455
C 1.798902 -1.088283 -1.587137 -0.07 -0.01 0.04 0.3569
N 1.903333 -0.431988 -0.232753 -0.24 0.04 -0.21 -0.6562
C 1.145131 -0.181937 -2.634272 0.03 -0.07 -0.06 -1.2348
H -1.944935 0.857644 -3.568444 0.01 0.00 0.00 0.3869
H -0.821506 0.097324 -4.507910 0.00 0.00 0.00 0.3955
H -0.493650 1.580302 -3.865247 -0.01 -0.01 0.01 0.3865
H -0.558525 0.722105 -1.627455 0.01 -0.05 -0.06 -0.1819
H -1.073306 -1.900445 -3.110082 -0.04 0.02 -0.01 0.5433
H -2.143459 -1.139190 -1.951290 0.00 0.02 0.03 0.4664
H -0.943457 -3.162078 -1.153693 0.05 -0.02 -0.05 0.2800
H -0.480868 -2.499579 0.906341 -0.02 0.01 -0.01 0.5264
H -1.605958 -1.432358 0.415969 0.01 0.03 -0.01 0.4216
H 1.155446 -2.991190 -2.346554 -0.01 0.01 -0.01 0.4362
H 1.520393 -3.029781 -0.648559 0.01 0.00 0.00 0.5399
H 2.822616 -1.277791 -1.913258 -0.01 -0.05 0.00 0.2699
H 2.307058 0.506343 -0.313068 0.01 -0.01 -0.07 0.3962
H 2.607324 -0.968300 0.291262 0.00 0.05 0.02 0.4722
H 1.321022 -0.684324 -3.591685 0.00 0.03 -0.01 0.5121
H 1.665020 0.777661 -2.693454 0.00 0.01 0.02 0.4529
F 0.749817 1.491675 4.915195 0.03 0.03 -0.02 -0.1667
C -0.336034 0.813483 5.213753 -0.08 0.02 0.04 0.6843
F -1.188836 1.525601 5.889132 0.03 -0.02 0.00 -0.1277
F -0.057505 -0.324754 5.785535 0.01 0.01 -0.01 -0.1359
S -1.176101 0.386804 3.570273 0.19 -0.32 -0.12 0.9184
O -0.007521 -0.290457 2.796629 -0.31 -0.05 -0.04 -0.7582
O -2.283932 -0.469949 3.724798 -0.13 0.01 -0.02 -0.5021
N -1.447682 1.774440 2.898230 0.02 0.20 -0.06 -0.3898
S -1.128910 2.226098 1.470338 0.11 -0.16 0.04 1.1206
O -0.815496 0.997094 0.565187 0.05 -0.02 -0.16 -0.4571
O -2.030269 3.093148 0.832109 -0.04 0.06 0.01 -0.5106
C 0.571799 2.984117 1.507710 -0.19 0.17 0.11 0.7397
F 0.835401 3.508560 0.335742 0.02 -0.02 -0.02 -0.1899
F 1.431222 1.930424 1.707112 0.05 -0.15 -0.02 -0.2281
F 0.688254 3.834763 2.475588 0.05 -0.08 -0.05 -0.1554
```
Forces are in eV/Å.

Values from the calculation:
Net charge: +3
Gap between HOMO and LUMO (spin up / spin down), eV: 7.830 / 7.616
HOMO (spin up / spin down), eV: -21.03 / -21.03
F_max, Eh/bohr: 0.0134
E_tot, a.u.: -3611.611384

---

(4)
Molecular formula: C8H16MnN5O2
Method: DFT, wB97M-V/def2-TZVPD

```
32
Properties=species:S:1:pos:R:3:forces:R:3:mulliken_charge:R:1
Mn -0.911190 -0.363621 0.081900 1.92 0.45 1.65 0.4419
N -0.420230 -2.661996 3.836176 -0.02 -0.13 0.03 -0.3796
C -0.547653 -1.782747 2.832417 0.03 0.18 0.06 0.6263
O -0.924742 -2.146100 1.714235 -0.23 -0.04 -0.33 -0.5802
C -0.230253 -0.333216 3.119890 0.13 0.06 -0.26 -0.6369
C 0.206497 0.366345 1.836770 -0.42 -0.16 -0.54 -0.9537
H -0.647094 -3.629584 3.679843 -0.02 0.00 -0.02 0.2471
H -0.120630 -2.377148 4.750702 0.03 0.06 -0.01 0.2002
H 0.507709 -0.264403 3.926307 -0.10 -0.09 0.11 0.3642
H -1.159349 0.109202 3.494503 0.01 0.00 0.06 0.2293
H 1.257637 0.117865 1.639957 0.05 0.13 0.06 0.2924
H 0.135040 1.450829 1.946762 0.10 0.00 0.04 0.4784
N -4.079159 -0.088929 0.205708 -0.22 0.13 0.08 -0.0918
C -2.930972 -0.074584 0.136972 -1.23 -0.04 -0.21 0.1046
H -5.080076 -0.078429 0.275137 0.09 0.00 0.02 0.3326
C 0.385813 -2.813006 -3.534820 0.06 -0.15 -0.36 -0.9299
C 0.053645 -2.267542 -2.240464 -0.01 -0.06 0.24 0.5069
N -0.211654 -1.835672 -1.213773 0.11 -0.25 -0.62 -0.2785
H -0.509576 -3.216484 -4.006618 -0.01 0.00 0.05 0.3041
H 1.120767 -3.610119 -3.433000 0.00 0.02 0.05 0.3056
H 0.792157 -2.026850 -4.170562 0.01 0.00 0.05 0.2937
C 0.288337 3.883117 -1.625684 0.10 0.02 -0.05 -0.8338
N 1.408707 2.966228 -1.484075 -0.13 0.06 -0.06 -0.2420
C 1.251406 1.655850 -1.230287 0.03 0.00 0.18 0.7432
N 2.380732 0.905325 -1.112022 0.03 -0.05 -0.11 -0.4428
O 0.128875 1.135253 -1.123895 -0.30 -0.06 -0.24 -0.5931
H 0.214300 4.252208 -2.648606 -0.03 -0.03 0.00 0.3070
H 0.412117 4.730475 -0.953085 -0.02 -0.02 0.02 0.3002
H -0.620497 3.350702 -1.370440 -0.03 0.00 0.01 0.2778
H 2.329066 3.323045 -1.670840 0.07 -0.06 0.05 0.1875
H 3.271344 1.335873 -0.934675 -0.01 0.06 0.01 0.2094
H 2.248929 -0.011891 -0.724430 -0.01 -0.05 0.06 0.2098
```
Forces are in eV/Å.

Values from the calculation:
2S+1: 6
Net charge: +1
Gap between HOMO and LUMO (spin up / spin down), eV: 7.693 / 7.926
⟨S²⟩: 8.763
HOMO (spin up / spin down), eV: -9.71 / -10.55
F_max, Eh/bohr: 0.0500
E_tot, a.u.: -1889.527060

---

- Which formula does entry 1 have?
  C8H16Cl8

---

- Which of these has the lowest E_tot?
  number 2

---

- What is the formula in the fourth record?
  C8H16MnN5O2